The following is a quantum chemistry calculation of 12 unconnected molecules or ions with the total composition C28H79N7O20 in a non-equilibrium geometry, from the OMol25 dataset.

Last column: Löwdin charge in e.
Element x y z (Å)
C1 -2.31718 -23.80809 -11.61836  -0.011
C2 -2.11155 -24.03736 -13.16498  -0.458
C3 -0.96222 -23.24989 -13.78820  -0.058
C4 -1.63717 -25.50537 -13.38758  -0.151
C5 -1.71354 -26.02635 -14.82351  -0.190
C6 -3.11308 -25.81847 -15.38611  -0.138
C7 -3.79320 -24.42879 -15.14745  -0.539
C8 -3.28705 -23.59905 -16.28668  -0.038
C9 -5.26871 -24.69120 -15.23481  -0.038
N1 -3.46554 -23.88485 -13.83380  -0.067
O1 -4.07570 -22.58802 -13.51633  -0.009
H1 -2.89532 -24.69586 -11.36202  0.076
H2 -1.36102 -23.85504 -11.09714  0.076
H3 -2.88104 -22.89493 -11.42783  0.073
H4 -1.01923 -22.16176 -13.75922  0.078
H5 -0.03264 -23.32321 -13.22374  0.075
H6 -0.67814 -23.44718 -14.82187  0.061
H7 -0.74108 -25.71433 -12.80323  0.118
H8 -2.37938 -26.12979 -12.89026  0.110
H9 -1.03226 -25.49176 -15.48547  0.092
H10 -1.26355 -27.01665 -14.89355  0.112
H11 -3.70098 -26.60671 -14.91584  0.114
H12 -3.06956 -26.13545 -16.42809  0.115
H13 -3.33924 -24.12725 -17.23872  0.090
H14 -2.26190 -23.23638 -16.21170  0.075
H15 -3.89782 -22.70053 -16.37465  0.085
H16 -5.86983 -23.78308 -15.28057  0.085
H17 -5.57390 -25.22366 -14.33400  0.092
H18 -5.48390 -25.37975 -16.05193  0.089
H19 -3.73319 -21.99269 -14.18705  0.078
N2 -2.44687 -20.85995 -22.87080  0.165
C10 -3.42588 -20.50043 -22.12380  -0.878
N3 -4.50565 -20.58318 -22.77507  0.166
O2 -3.35313 -20.02683 -21.03546  0.062
H20 -2.66264 -21.22916 -23.78580  0.113
H21 -1.54360 -20.64693 -22.47224  0.131
H22 -4.28564 -20.72837 -23.75007  0.108
H23 -5.42808 -20.54026 -22.36596  0.134
N4 8.38355 -25.60960 -17.82728  0.149
C11 7.44257 -26.02439 -18.69549  -0.752
N5 6.97324 -27.15722 -18.26791  0.149
O3 7.07724 -25.51397 -19.74707  0.018
H24 8.85530 -24.73054 -17.98473  0.113
H25 8.47586 -26.17847 -16.99784  0.098
H26 6.24815 -27.61826 -18.79874  0.125
H27 7.48217 -27.60782 -17.52088  0.106
N6 2.84516 -19.95973 -11.90619  0.151
C12 3.27917 -19.75006 -13.12397  -0.757
N7 4.38906 -20.40405 -13.42193  0.166
O4 2.62485 -19.05974 -13.91004  0.004
H28 3.33925 -20.43748 -11.16609  0.107
H29 1.95380 -19.54798 -11.66947  0.119
H30 4.73811 -21.05803 -12.73594  0.102
H31 4.85941 -20.33209 -14.31283  0.116
O5 1.98756 -23.53073 -24.61839  -0.073
C13 2.80443 -22.50730 -25.19844  -0.233
C14 4.20597 -23.08798 -25.39277  -0.225
O6 4.72408 -23.75698 -24.21707  -0.073
H32 2.56110 -23.93473 -23.96308  0.058
H33 2.36061 -22.18297 -26.13969  0.118
H34 2.82545 -21.61422 -24.57390  0.111
H35 4.82325 -22.25222 -25.72229  0.115
H36 4.23249 -23.81556 -26.20395  0.115
H37 5.50647 -23.28615 -23.92074  0.086
O7 2.62453 -20.59966 -17.95965  -0.097
C15 2.29435 -22.06775 -18.17357  -0.169
C16 2.90217 -22.59283 -19.49560  -0.261
O8 2.79473 -23.99863 -19.59815  -0.064
H38 2.61516 -20.38608 -17.02376  0.056
H39 2.73584 -22.70886 -17.41057  0.107
H40 1.21475 -22.21789 -18.16752  0.109
H41 3.90899 -22.17525 -19.49489  0.119
H42 2.33432 -22.20637 -20.34194  0.113
H43 3.64771 -24.31187 -19.90786  0.080
O9 -2.75304 -15.43757 -15.77354  -0.090
C17 -2.53868 -16.50200 -16.69196  -0.206
C18 -2.07624 -17.74514 -15.79383  -0.241
O10 -3.24470 -18.24997 -15.22928  -0.056
H44 -3.31077 -15.80443 -15.08364  0.061
H45 -3.44285 -16.68584 -17.27228  0.115
H46 -1.74171 -16.12574 -17.33333  0.108
H47 -1.30097 -17.49937 -15.06813  0.121
H48 -1.58101 -18.37034 -16.53678  0.109
H49 -3.34630 -17.76585 -14.40653  0.081
O11 4.33938 -28.00064 -23.47779  -0.037
C19 3.12448 -28.11539 -24.06674  -0.306
C20 3.15196 -28.20291 -25.57383  -0.225
O12 3.88634 -29.40161 -25.94095  -0.070
H50 4.51566 -27.07792 -23.28000  0.091
H51 2.79235 -29.13326 -23.86246  0.119
H52 2.45111 -27.41033 -23.57932  0.125
H53 3.58381 -27.30929 -26.02445  0.111
H54 2.17765 -28.34408 -26.04167  0.117
H55 4.76678 -29.03530 -26.05158  0.075
O13 2.19011 -16.77971 -20.79071  -0.118
C21 1.49547 -15.48300 -20.55572  -0.156
C22 1.71938 -14.61160 -21.86126  -0.231
O14 2.99893 -13.99190 -21.82842  -0.078
H56 2.25623 -17.28454 -19.97686  0.065
H57 0.46216 -15.81844 -20.46713  0.104
H58 1.91215 -15.09366 -19.62680  0.113
H59 1.14839 -13.68860 -21.96181  0.108
H60 1.45500 -15.16246 -22.76389  0.114
H61 3.23476 -14.03271 -22.75811  0.078
O15 -0.46397 -30.33582 -17.46429  -0.053
C23 0.47486 -29.90477 -18.35382  -0.293
C24 -0.07905 -28.69478 -19.09603  -0.210
O16 -1.16432 -29.03255 -20.02361  -0.063
H62 -0.38101 -31.25589 -17.20318  0.093
H63 1.38063 -29.59015 -17.83547  0.109
H64 0.73928 -30.78250 -18.94356  0.125
H65 0.79226 -28.32532 -19.63678  0.105
H66 -0.33377 -27.85066 -18.45517  0.116
H67 -1.60464 -28.18033 -20.06166  0.070
O17 4.36724 -25.08623 -14.37896  -0.043
C25 3.79052 -26.29797 -14.65472  -0.282
C26 4.48679 -27.53697 -13.95987  -0.186
O18 4.29580 -27.61867 -12.50802  -0.076
H68 3.97181 -24.88077 -13.52866  0.081
H69 2.70478 -26.25893 -14.56665  0.120
H70 3.97695 -26.46328 -15.71586  0.113
H71 5.55385 -27.45997 -14.16854  0.105
H72 4.10886 -28.43823 -14.44259  0.109
H73 4.18150 -26.69885 -12.25803  0.056
O19 9.36679 -17.56124 -16.55238  -0.046
C27 8.74266 -17.97559 -17.74887  -0.245
C28 7.34544 -18.59862 -17.47335  -0.289
O20 7.50474 -19.78155 -16.80990  -0.059
H74 9.32916 -18.32212 -15.96822  0.078
H75 8.54196 -17.08503 -18.34445  0.118
H76 9.20230 -18.73679 -18.37928  0.111
H77 6.81112 -18.74712 -18.41173  0.115
H78 6.67870 -17.93847 -16.91859  0.125
H79 7.92935 -20.42749 -17.37917  0.093

Properties
**SMILES**: CC1(C)CCCC(C)(C)N1O.NC(N)=O.NC(N)=O.NC(N)=O.OCCO.OCCO.OCCO.OCCO.OCCO.OCCO.OCCO.OCCO
**E_tot**: -3002.02798 a.u.
**Total charge**: 0
**HOMO energy**: -8.281 eV
**Kohn-Sham gap**: 8.1 eV

---

The following is a quantum chemistry calculation of C5H7N in the gas phase in a non-equilibrium geometry, from the OMol25 dataset.

Last column: Löwdin charge in e.
Element x y z (Å)
N1 -1.77943 0.14479 -2.26652  0.149
C1 -0.84290 0.38351 -1.62927  -0.212
C2 0.36705 0.66048 -0.83223  -0.442
C3 0.03823 0.62618 0.70544  -0.220
C4 -0.16215 -0.79048 1.24357  -0.109
C5 1.48966 -0.31293 -0.90203  0.201
H1 0.71918 1.67428 -1.05567  0.136
H2 0.86095 1.12394 1.22490  0.113
H3 -0.86611 1.22682 0.84777  0.119
H4 -0.44107 -0.76459 2.30083  0.079
H5 -0.95061 -1.31871 0.69630  0.084
H6 1.07169 -1.26493 -1.29115  0.029
H7 0.76568 -1.37163 1.16479  0.071

Properties
**E_tot**: -249.31328 a.u.
**Total charge**: 0
**HOMO energy**: -9.616 eV
**Kohn-Sham gap**: 8.6 eV

---

The following is a quantum chemistry calculation of 9 unconnected molecules or ions with the total composition C62H142N8O13 in a non-equilibrium geometry, from the OMol25 dataset.

Last column: Löwdin charge in e.
Element x y z (Å)
C1 -3.81664 0.81039 1.11513  -0.002
C2 -4.89839 -0.02597 1.88160  -0.511
C3 -5.13780 0.65767 3.23843  -0.023
C4 -6.18298 0.04982 1.10264  -0.124
C5 -6.17325 -0.89116 -0.12944  -0.189
C6 -5.84610 -2.27986 0.26785  -0.132
C7 -4.47600 -2.45994 1.00023  -0.478
C8 -4.34987 -3.80121 1.69841  -0.048
C9 -3.27865 -2.22490 0.06116  -0.019
N1 -4.52067 -1.44223 2.11557  -0.092
O1 -3.30461 -1.49334 2.78783  -0.055
H1 -2.84449 0.66303 1.53557  0.053
H2 -3.90766 0.54209 -0.00320  0.093
H3 -4.02093 1.87318 1.34900  0.074
H4 -5.48879 1.62660 3.13714  0.053
H5 -5.87974 0.09995 3.83966  0.097
H6 -4.18913 0.65920 3.79915  0.059
H7 -6.97679 -0.29540 1.81615  0.133
H8 -6.27473 1.12466 0.74157  0.147
H9 -7.15455 -0.92622 -0.61125  0.106
H10 -5.45939 -0.48424 -0.84070  0.078
H11 -5.65585 -2.90276 -0.62204  0.125
H12 -6.61961 -2.79995 0.76470  0.105
H13 -5.08276 -3.86932 2.50519  0.086
H14 -3.37817 -4.09600 2.15484  0.083
H15 -4.48709 -4.62679 0.96106  0.095
H16 -2.38068 -2.03767 0.68067  0.075
H17 -3.43160 -1.36599 -0.54944  0.029
H18 -3.09207 -3.10643 -0.59182  0.095
H19 -3.40163 -2.12805 3.50967  0.106
C10 5.23444 3.74807 -1.48617  -0.031
C11 4.35853 3.97306 -0.20970  -0.469
C12 3.93904 5.49196 -0.25664  -0.024
C13 3.10112 3.03819 -0.39707  -0.141
C14 2.28383 2.81126 0.85415  -0.169
C15 3.21650 2.29139 1.95292  -0.147
C16 4.29278 3.26353 2.31068  -0.487
C17 3.71309 4.58908 2.89770  -0.030
C18 5.21307 2.65915 3.35397  -0.026
N2 5.06290 3.50238 0.97699  -0.084
O2 6.24356 4.25591 1.20551  -0.033
H20 6.06075 4.43657 -1.56341  0.071
H21 5.68842 2.80314 -1.51274  0.041
H22 4.67028 3.84375 -2.44365  0.093
H23 3.05445 5.50882 -0.90917  0.081
H24 3.64938 5.94187 0.74183  0.070
H25 4.77998 6.10780 -0.67196  0.087
H26 2.41174 3.40478 -1.16384  0.088
H27 3.41975 2.01200 -0.85249  0.117
H28 1.87984 3.81043 1.08353  0.104
H29 1.45075 2.06910 0.65203  0.089
H30 3.64367 1.41350 1.60147  0.085
H31 2.76617 2.18708 2.90439  0.089
H32 3.23074 4.24611 3.87881  0.110
H33 2.92603 5.05168 2.22605  0.068
H34 4.56326 5.25935 3.10891  0.082
H35 4.69915 2.05266 4.12259  0.080
H36 5.69170 3.47403 3.88890  0.078
H37 5.99315 2.11556 2.88718  0.076
H38 5.95759 5.21145 1.24629  0.105
C19 3.60067 -1.12151 6.99363  -0.031
C20 2.81499 -1.23861 5.64440  -0.468
C21 2.12657 0.14470 5.39731  -0.023
C22 3.85449 -1.45739 4.54630  -0.155
C23 3.14538 -1.82203 3.21571  -0.152
C24 2.36198 -3.14164 3.45819  -0.129
C25 1.32350 -2.99088 4.54106  -0.520
C26 0.10221 -2.23384 3.97826  -0.020
C27 0.80949 -4.41877 4.88595  -0.022
N3 1.94695 -2.45984 5.74051  -0.028
O3 0.99612 -2.26102 6.85532  -0.019
H39 2.97943 -0.92648 7.88367  0.084
H40 4.08232 -2.04254 7.12385  0.056
H41 4.42663 -0.38409 6.91752  0.092
H42 1.58447 0.45594 6.28828  0.072
H43 2.93398 0.87613 5.26489  0.074
H44 1.45640 0.22942 4.55952  0.049
H45 4.50842 -0.57351 4.43005  0.110
H46 4.62971 -2.19943 4.82496  0.125
H47 2.63291 -0.84391 2.88389  0.104
H48 3.87576 -1.96265 2.41731  0.095
H49 3.14122 -3.89586 3.63849  0.134
H50 1.73816 -3.41050 2.59424  0.088
H51 -0.67481 -2.13678 4.73969  0.088
H52 -0.33784 -2.90939 3.23594  0.085
H53 0.44070 -1.31294 3.53733  0.040
H54 1.61651 -5.07713 5.06098  0.068
H55 0.29716 -4.78379 4.02593  0.048
H56 0.08680 -4.46379 5.74034  0.100
H57 0.38827 -1.58312 6.61637  0.017
C28 -0.47253 -6.66522 0.12041  -0.043
C29 0.99375 -6.18436 -0.00065  -0.516
C30 1.34624 -5.58530 1.42729  -0.027
C31 1.83122 -7.46104 -0.28554  -0.124
C32 3.27674 -7.07901 -0.74554  -0.181
C33 3.18783 -6.20257 -1.98745  -0.133
C34 2.45908 -4.88334 -1.59666  -0.511
C35 3.35221 -4.01601 -0.72188  -0.021
C36 2.13003 -4.09072 -2.91974  -0.017
N4 1.15566 -5.32109 -1.13478  -0.067
O4 0.40295 -4.12240 -0.73892  -0.048
H58 -0.52995 -7.65553 0.61972  0.093
H59 -1.07743 -5.95846 0.70841  0.075
H60 -0.94210 -6.78327 -0.83776  0.073
H61 2.37150 -5.30622 1.56809  0.046
H62 0.74148 -4.68054 1.43550  0.057
H63 1.07756 -6.32550 2.22422  0.106
H64 2.03104 -8.08560 0.62485  0.126
H65 1.27411 -8.04864 -1.09305  0.137
H66 3.83358 -6.61712 0.04991  0.096
H67 3.83196 -7.96791 -1.02571  0.104
H68 2.54675 -6.66507 -2.77915  0.135
H69 4.20390 -5.95959 -2.26343  0.112
H70 4.29329 -3.78311 -1.27743  0.103
H71 3.65632 -4.40095 0.24566  0.063
H72 2.81153 -3.11432 -0.50952  0.064
H73 1.67398 -3.12102 -2.70010  0.074
H74 1.44640 -4.74243 -3.42116  0.074
H75 3.03821 -4.03837 -3.49673  0.075
H76 -0.32365 -4.11992 -1.39383  0.113
C37 -4.45580 3.41038 -8.92097  -0.112
O5 -4.94729 3.78773 -7.62364  -0.203
C38 -4.16977 3.17220 -6.56567  -0.248
C39 -4.49282 3.76858 -5.24598  -0.284
N5 -3.37777 3.75822 -4.39461  -0.028
C40 -3.56986 3.97130 -2.93763  -0.198
C41 -2.30361 4.16368 -2.16923  -0.267
O6 -1.58056 2.98950 -2.04376  -0.188
C42 -0.53476 3.12414 -1.11314  -0.088
H77 -5.22288 3.69150 -9.68396  0.092
H78 -4.33963 2.29862 -8.92357  0.093
H79 -3.59246 3.95144 -9.26901  0.072
H80 -3.03361 3.40422 -6.77614  0.149
H81 -4.18284 2.06944 -6.68035  0.112
H82 -5.45592 3.34300 -4.94473  0.120
H83 -4.71170 4.83167 -5.60695  0.149
H84 -2.95302 2.83582 -4.51867  0.092
H85 -4.14082 3.22117 -2.40956  0.107
H86 -4.15376 4.87003 -2.76304  0.120
H87 -2.66060 4.54418 -1.08190  0.157
H88 -1.68728 4.94391 -2.69170  0.136
H89 -0.14083 2.19482 -0.76614  0.043
H90 -0.95388 3.67893 -0.18916  0.100
H91 0.23559 3.81753 -1.50351  0.090
C43 4.95801 -0.30275 -0.62282  -0.086
O7 4.02856 -0.75698 -1.57667  -0.244
C44 4.51294 -1.01529 -2.90461  -0.173
C45 4.72191 0.28272 -3.67565  -0.226
N6 3.49458 0.98852 -3.80142  -0.061
C46 3.36044 1.99463 -4.88683  -0.165
C47 1.98157 2.67611 -4.74733  -0.244
O8 1.78356 3.43065 -5.89433  -0.162
C48 0.48359 3.82116 -5.94956  -0.159
H92 5.46661 0.55376 -1.02610  0.066
H93 5.69963 -1.09291 -0.26896  0.115
H94 4.34494 -0.09553 0.24127  0.068
H95 3.87867 -1.74993 -3.32800  0.085
H96 5.54608 -1.49579 -2.85922  0.143
H97 4.97373 -0.10339 -4.62468  0.108
H98 5.53665 0.90097 -3.35066  0.105
H99 3.07590 1.33145 -2.91030  0.100
H100 3.39632 1.53497 -5.91669  0.133
H101 4.13923 2.78124 -4.80372  0.112
H102 1.99863 3.32802 -3.85876  0.125
H103 1.28674 1.89360 -4.56690  0.104
H104 0.19979 4.54927 -5.20592  0.076
H105 -0.28048 3.00352 -5.87621  0.093
H106 0.38014 4.32437 -6.96225  0.112
C49 1.34774 -1.12368 -5.54785  -0.108
O9 0.15319 -1.06291 -4.80341  -0.201
C50 -0.96122 -1.42341 -5.63218  -0.223
C51 -2.21048 -1.23952 -4.84662  -0.207
N7 -2.31662 0.12166 -4.28858  -0.034
C52 -3.41078 0.29888 -3.31701  -0.182
C53 -4.78682 0.47249 -4.04586  -0.140
O10 -5.78865 0.44961 -2.98378  -0.228
C54 -7.01497 -0.10982 -3.20296  -0.149
H107 2.12260 -0.92299 -4.89677  0.040
H108 1.24668 -0.41080 -6.37350  0.095
H109 1.53108 -2.06546 -6.02244  0.080
H110 -0.77841 -2.43844 -5.93155  0.117
H111 -0.95137 -0.67544 -6.47528  0.139
H112 -2.20271 -1.99259 -4.04189  0.122
H113 -3.07520 -1.34630 -5.55346  0.128
H114 -1.46452 0.41713 -3.86136  0.085
H115 -3.23306 1.16703 -2.67790  0.089
H116 -3.55465 -0.54318 -2.62107  0.101
H117 -4.92624 -0.52286 -4.60664  0.132
H118 -4.91060 1.26268 -4.76050  0.074
H119 -6.94192 -1.12453 -2.91819  0.071
H120 -7.38056 -0.00874 -4.21077  0.087
H121 -7.70449 0.45254 -2.57052  0.097
C55 -1.37087 -0.33286 8.04891  -0.043
O11 -0.82817 0.10995 6.73101  -0.242
C56 -1.91504 0.60333 5.96123  -0.236
C57 -1.50876 0.94384 4.52965  -0.182
N8 -0.71071 2.22090 4.56276  -0.005
C58 -0.42472 2.86009 3.22119  -0.159
C59 -1.32267 4.07003 2.93099  -0.191
O12 -2.67245 3.52996 2.76012  -0.212
C60 -3.55638 4.61196 2.63171  -0.136
H122 -0.46659 -0.46241 8.62309  0.079
H123 -1.97942 -1.23882 8.01425  0.090
H124 -1.92108 0.60486 8.39024  0.109
H125 -2.32108 1.53622 6.35194  0.120
H126 -2.75959 -0.15469 5.87177  0.136
H127 -2.36956 1.09632 3.87309  0.078
H128 -1.01869 0.11867 4.00545  0.084
H129 0.12495 1.96267 4.97428  0.033
H130 -0.47769 2.18251 2.38896  0.081
H131 0.62243 3.31702 3.30385  0.125
H132 -0.96180 4.53734 2.06057  0.081
H133 -1.38090 4.84045 3.76523  0.140
H134 -4.54911 4.20601 2.54107  0.074
H135 -3.30143 5.25737 1.77319  0.090
H136 -3.58216 5.24329 3.52806  0.087
C61 0.23383 -0.33864 0.86782  -0.037
C62 0.49317 -0.43060 -0.66494  -0.244
O13 1.36270 0.52630 -1.27879  -0.098
H137 -0.46767 -0.95407 1.42048  0.056
H138 -0.09324 0.69072 1.02963  0.036
H139 1.16349 -0.33450 1.40351  0.044
H140 -0.41553 -0.21318 -1.10321  0.075
H141 0.85226 -1.41214 -0.96062  0.098
H142 2.19736 0.05339 -1.44433  0.046

Properties
**SMILES**: CC1(C)CCCC(C)(C)N1O.CC1(C)CCCC(C)(C)N1O.CC1(C)CCCC(C)(C)N1O.CC1(C)CCCC(C)(C)N1O.COCCNCCOC.COCCNCCOC.COCCNCCOC.COCCNCCOC.CCO
**E_tot**: -3863.15116 a.u.
**Total charge**: 0
**HOMO energy**: -8.239 eV
**Kohn-Sham gap**: 8.8 eV